Record 1
# CH4O3S

One molecule with the formula CH4O3S (wB97M-V/def2-TZVPD, the Open Molecules 2025 dataset).

Summary:
Energy ... -18077.7112 eV
HOMO-LUMO gap ... 12.1 eV
SMILES ... CO[SH](=O)=O
Energy above the lowest of the compared OMol25 structures with the same formula, charge and spin ... 49.3 kcal per mole

Geometry as ORCA input:
```
! RIJCOSX wB97M-V def2-TZVPD def2/J DEFGRID3
* xyz 0 1
C 1.2434 0.1926 0.0481
O -1.1421 -0.5219 -1.4146
O -2.3630 0.7129 0.3868
O 0.0377 0.7875 0.4058
S -1.2443 -0.0125 -0.0849
H 2.0812 0.9797 0.2209
H 1.2289 -0.1436 -0.9941
H 1.4426 -0.6598 0.6869
H -1.2844 -1.3350 0.7451
*
```


Record 2
# C5H10O2

A 2-piece molecular cluster, C5H10O2 overall (wB97M-V/def2-TZVPD, the Open Molecules 2025 dataset).

Summary:
Energy ... -9440.0294 eV
HOMO-LUMO gap ... 9.7 eV
SMILES ... CO/C=C(/C)C=O.[H][H]
Energy above the lowest of the compared OMol25 structures with the same formula, charge and spin ... 69.5 kcal per mole

Geometry as ORCA input:
```
! RIJCOSX wB97M-V def2-TZVPD def2/J DEFGRID3
* xyz 0 1
C -0.4962 1.2495 -2.2656
O -0.7469 1.0700 -0.8818
C 0.2547 0.5103 -0.1769
C 0.0945 -0.0047 1.0536
C 1.2509 -0.5312 1.8558
C -1.2443 -0.0663 1.6633
O -1.4454 -0.5100 2.7774
H 0.4803 1.7218 -2.4282
H -1.2814 1.9056 -2.6422
H -0.5318 0.2919 -2.7973
H 1.2340 0.5208 -0.6635
H -0.0634 -2.4610 -1.6684
H -0.0607 -1.9927 -1.0892
H 0.9621 -1.4511 2.3715
H 2.1215 -0.7380 1.2250
H 1.5516 0.1847 2.6288
H -2.0796 0.3004 1.0377
*
```


Record 3
# C64H60BiN6OP2S2Sb

C64H60BiN6OP2S2Sb as an isolated structure (wB97M-V/def2-TZVPD, the Open Molecules 2025 dataset).

Summary:
Energy ... -130942.8400 eV
HOMO-LUMO gap ... 5.9 eV
Energy above the lowest of the compared OMol25 structures with the same formula, charge and spin ... 0.7 kcal per mole

Geometry as ORCA input:
```
! RIJCOSX wB97M-V def2-TZVPD def2/J DEFGRID3
* xyz 2 1
Bi -0.8870 0.4272 0.2974
O 1.7467 -0.0984 -0.9410
S 2.2446 0.5592 0.3214
C 3.5303 -0.4395 0.9999
C 4.6671 -0.7643 0.2633
C 5.6289 -1.5816 0.8281
C 5.4457 -2.0671 2.1212
C 4.2844 -1.7719 2.8192
C 3.2853 -0.9762 2.2549
P 1.7099 -0.6141 3.1545
C 0.9469 -2.2547 3.4308
C -0.3676 -2.2108 3.9012
C -1.0748 -3.3745 4.1624
C -0.4817 -4.6087 3.9342
C 0.8163 -4.6666 3.4467
C 1.5271 -3.4999 3.1948
C 2.4122 -0.1621 4.7948
C 3.4848 0.7324 4.8360
C 4.0088 1.1553 6.0479
C 3.4558 0.7039 7.2403
C 2.3767 -0.1664 7.2091
C 1.8526 -0.5939 5.9941
C 2.9557 2.1303 -0.1698
C 4.2915 2.3688 -0.4644
C 4.6954 3.6294 -0.8763
C 3.7737 4.6562 -0.9925
C 2.4421 4.4335 -0.6763
C 2.0136 3.1751 -0.2643
P 0.3052 3.0211 0.4005
C -0.7821 4.1177 -0.5442
C -1.9769 4.5297 0.0520
C -2.8998 5.2721 -0.6676
C -2.6362 5.6157 -1.9875
C -1.4566 5.2001 -2.5893
C -0.5386 4.4390 -1.8785
C 0.5258 3.7873 2.0447
C 0.1273 5.0895 2.3457
C 0.3878 5.6219 3.6026
C 1.0470 4.8671 4.5614
C 1.4644 3.5758 4.2615
C 1.2085 3.0423 3.0081
H 4.7842 -0.4069 -0.7511
H 6.5185 -1.8372 0.2675
H 6.2038 -2.6907 2.5773
H 4.1499 -2.1591 3.8212
H -0.8376 -1.2492 4.0941
H -2.0847 -3.3194 4.5473
H -1.0288 -5.5204 4.1331
H 1.2852 -5.6270 3.2733
H 2.5351 -3.5766 2.8129
H 3.9291 1.0945 3.9141
H 4.8501 1.8371 6.0628
H 3.8709 1.0236 8.1871
H 1.9399 -0.5207 8.1342
H 1.0175 -1.2821 5.9939
H 5.0292 1.5926 -0.3597
H 5.7402 3.8095 -1.0941
H 4.0938 5.6394 -1.3119
H 1.7365 5.2529 -0.7298
H -2.1824 4.2819 1.0882
H -3.8187 5.5960 -0.1953
H -3.3504 6.2065 -2.5465
H -1.2430 5.4774 -3.6134
H 0.3630 4.0947 -2.3683
H -0.3706 5.6999 1.6059
H 0.0741 6.6332 3.8289
H 1.2424 5.2856 5.5402
H 1.9865 2.9811 5.0020
H 1.5477 2.0367 2.7768
N -2.6210 1.6839 -3.8043
C -2.2857 1.4292 -2.5428
S -0.6392 0.9374 -2.2532
N -3.2536 1.6035 -1.6491
N -2.9108 1.3981 -0.3655
C -3.7668 1.7095 0.5336
C -3.3989 1.6719 1.9596
C -4.3029 2.0021 2.9503
C -3.8778 1.9894 4.2736
C -2.5605 1.6741 4.5616
C -1.7088 1.3716 3.5116
N -2.1287 1.3551 2.2459
H -1.9470 1.5565 -4.5404
H -3.5857 1.8654 -4.0326
H -4.7378 2.0787 0.2177
H -5.3161 2.2782 2.6852
H -4.5704 2.2259 5.0716
H -2.1908 1.6718 5.5775
H -0.6593 1.1450 3.6745
N -2.4924 -1.5924 0.6268
C -2.5342 -2.6799 -0.3943
C -1.6886 -3.8563 0.0834
C -0.2216 -3.7751 -0.3109
N 0.3682 -2.4579 0.0024
H -2.0627 -1.9553 1.4733
H -3.4311 -1.2886 0.8632
H -2.1739 -2.2937 -1.3520
H -3.5659 -2.9897 -0.5517
H -2.0980 -4.7924 -0.3009
H -1.7623 -3.9052 1.1782
H -0.1067 -4.0043 -1.3762
H 0.3060 -4.5579 0.2346
H 0.4050 -1.9095 -0.8558
H 1.3392 -2.5603 0.2746
C -4.6537 -3.0432 -5.1043
C -4.0459 -3.8638 -4.1646
C -2.7465 -3.5995 -3.7480
C -2.0246 -2.5269 -4.2763
C -2.6572 -1.6995 -5.2050
C -3.9608 -1.9549 -5.6163
Sb -0.0048 -2.1752 -3.6360
C 0.9013 -4.0207 -4.2672
C 0.2636 -5.2590 -4.2881
C 0.9498 -6.3995 -4.6938
C 2.2860 -6.3174 -5.0554
C 2.9346 -5.0896 -5.0287
C 2.2460 -3.9484 -4.6382
C 0.6491 -1.0750 -5.3424
C 0.3322 -1.5110 -6.6309
C 0.7932 -0.8137 -7.7390
C 1.6015 0.3062 -7.5721
C 1.9442 0.7300 -6.2975
C 1.4589 0.0482 -5.1850
H -5.6611 -3.2544 -5.4402
H -4.5809 -4.7135 -3.7577
H -2.2953 -4.2496 -3.0037
H -2.1209 -0.8652 -5.6425
H -4.4322 -1.3100 -6.3486
H -0.7781 -5.3501 -4.0092
H 0.4353 -7.3518 -4.7353
H 2.8226 -7.2076 -5.3585
H 3.9759 -5.0200 -5.3194
H 2.7615 -2.9926 -4.6358
H -0.2637 -2.4054 -6.7733
H 0.5317 -1.1509 -8.7341
H 1.9726 0.8397 -8.4382
H 2.5976 1.5845 -6.1680
H 1.7268 0.3894 -4.1895
*
```


| no. | E_HOMO (hartree) |
| --- | --- |
| 1 | -0.4292 |
| 2 | -0.3324 |
| 3 | -0.4246 |